# 1
DFT (wB97M-V/def2-TZVPD) results for a structure of composition C13H12N7OPtS in a non-equilibrium geometry.

Output
* DFT total energy: -40231.29941 eV
* charge: +1
* HOMO (spin up / spin down): -10.70 / -10.70 eV
* relative energy (zero: lowest compared OMol25 entry of this formula, charge and spin): 0.0 kJ/mol
* frontier orbital gap (spin up / spin down): 6.98 / 6.97 eV

XYZ file:
```
35
C13H12N7OPtS, DFT wB97M-V/def2-TZVPD
Pt 0.03 0.58 -0.06
N -2.48 -1.48 0.16
C -1.51 -2.03 -0.56
N -1.71 -3.23 -1.10
C -0.69 -3.73 -1.80
N -0.86 -4.93 -2.36
N 0.51 -3.12 -2.01
C 0.60 -1.95 -1.44
N -0.34 -1.35 -0.69
C 1.83 -1.14 -1.60
C 2.94 -1.57 -2.28
C 4.06 -0.74 -2.30
C 4.01 0.47 -1.63
C 2.85 0.84 -0.97
N 1.78 0.05 -0.97
H -3.35 -1.98 0.26
H -2.37 -0.57 0.58
H -1.73 -5.41 -2.23
H -0.12 -5.34 -2.90
H 2.93 -2.54 -2.76
H 4.95 -1.04 -2.82
H 4.86 1.14 -1.61
H 2.75 1.78 -0.45
O -0.65 0.78 1.89
N -1.14 1.98 2.26
C -1.59 2.07 3.53
C -2.07 3.26 3.99
C -2.09 4.36 3.13
C -1.63 4.24 1.85
C -1.14 3.00 1.39
S -0.59 2.73 -0.23
H -1.51 1.16 4.10
H -2.42 3.33 5.01
H -2.47 5.32 3.48
H -1.64 5.07 1.15
```

---

# 2
DFT (wB97M-V/def2-TZVPD) results for a cluster of 13 separate species, C26H78O13 in total in a non-equilibrium geometry.

Output
* DFT total energy: -54842.16839 eV
* HOMO: -9.60 eV
* relative energy (zero: lowest compared OMol25 entry of this formula, charge and spin): 144.8 kJ/mol
* frontier orbital gap: 10.25 eV

XYZ file:
```
117
C26H78O13, DFT wB97M-V/def2-TZVPD
C 4.99 -1.06 -0.09
C 4.60 0.37 0.28
O 3.28 0.46 0.78
H 5.30 -1.67 0.76
H 5.82 -0.98 -0.80
H 4.14 -1.56 -0.55
H 4.71 1.02 -0.58
H 5.32 0.75 1.03
H 3.12 -0.02 1.60
C -1.86 -5.22 -1.82
C -1.76 -4.28 -0.67
O -2.95 -3.49 -0.62
H -0.97 -5.85 -1.89
H -1.97 -4.73 -2.80
H -2.83 -5.72 -1.83
H -0.91 -3.60 -0.82
H -1.57 -4.79 0.28
H -2.90 -2.84 0.12
C 0.32 -2.14 -5.07
C 0.67 -1.14 -6.18
O -0.54 -0.96 -6.91
H 1.19 -2.39 -4.45
H -0.17 -3.03 -5.44
H -0.36 -1.59 -4.42
H 1.44 -1.65 -6.77
H 1.12 -0.22 -5.83
H -0.33 -0.49 -7.73
C 2.97 0.31 4.54
C 2.38 -1.06 4.23
O 2.03 -1.06 2.86
H 3.72 0.51 3.77
H 3.52 0.26 5.49
H 2.27 1.13 4.61
H 1.48 -1.27 4.81
H 3.12 -1.84 4.47
H 1.39 -1.76 2.65
C -4.78 -2.24 2.38
C -3.51 -1.47 2.64
O -2.61 -1.61 1.52
H -5.55 -1.83 1.73
H -5.35 -2.36 3.31
H -4.54 -3.23 1.98
H -3.00 -1.76 3.55
H -3.81 -0.41 2.67
H -2.66 -0.81 0.97
C -3.64 2.35 0.74
C -4.51 1.26 0.12
O -3.67 0.17 -0.20
H -3.44 2.26 1.81
H -4.07 3.35 0.60
H -2.65 2.42 0.27
H -5.03 1.68 -0.73
H -5.22 1.02 0.92
H -4.08 -0.34 -0.94
C 0.58 -4.33 3.88
C -0.59 -3.59 3.28
O -0.13 -2.88 2.11
H 0.21 -4.96 4.70
H 1.26 -3.65 4.40
H 1.12 -4.91 3.15
H -1.02 -2.85 3.96
H -1.39 -4.26 2.93
H -0.89 -2.44 1.69
C 4.12 4.43 -2.75
C 4.06 3.15 -1.96
O 4.99 2.20 -2.58
H 5.04 4.99 -2.59
H 3.30 5.08 -2.42
H 3.95 4.24 -3.81
H 3.07 2.69 -1.94
H 4.50 3.21 -0.97
H 4.65 1.94 -3.44
C -3.02 -1.19 -3.23
C -4.47 -1.65 -3.21
O -4.89 -1.76 -1.83
H -2.68 -1.08 -4.27
H -2.31 -1.90 -2.79
H -2.85 -0.24 -2.73
H -4.63 -2.61 -3.70
H -5.12 -0.95 -3.73
H -4.30 -2.43 -1.45
C 0.32 -0.51 -1.45
C 0.17 0.39 -0.23
O 1.04 1.52 -0.30
H 1.34 -0.89 -1.56
H -0.01 -0.14 -2.42
H -0.28 -1.42 -1.30
H 0.24 -0.15 0.71
H -0.83 0.83 -0.26
H 1.94 1.24 -0.04
C -0.48 1.36 3.46
C -1.00 2.45 4.40
O -2.32 2.74 3.95
H 0.53 1.04 3.76
H -0.38 1.71 2.44
H -1.09 0.46 3.47
H -0.36 3.33 4.46
H -1.02 1.98 5.39
H -2.59 3.61 4.28
C 2.29 3.18 2.86
C 2.32 4.20 1.73
O 2.11 5.50 2.25
H 3.08 3.24 3.61
H 2.25 2.17 2.46
H 1.36 3.34 3.43
H 1.67 3.83 0.94
H 3.35 4.09 1.34
H 2.71 6.09 1.79
C 0.87 2.43 -4.12
C -0.21 2.78 -3.11
O 0.33 3.60 -2.08
H 1.65 1.80 -3.69
H 1.30 3.26 -4.67
H 0.46 1.74 -4.88
H -0.59 1.86 -2.66
H -1.04 3.27 -3.61
H 0.66 2.97 -1.41
```